# 1
{
  "formula": "C35H29BaBrN5O10P",
  "method": "the ωB97M-V functional and the def2-TZVPD basis",
  "spin_multiplicity": 1,
  "e_homo_ha": -0.249,
  "largest_force_ha_per_bohr": 0.0432,
  "homo_lumo_gap_ev": 6.2,
  "total_energy_ev": -144720.0845,
  "symbols": ["Ba", "O", "C", "O", "C", "C", "C", "C", "C", "N", "C", "O", "O", "H", "H", "H", "H", "H", "Br", "C", "C", "C", "C", "C", "C", "N", "N", "C", "C", "C", "C", "O", "C", "N", "C", "C", "C", "C", "H", "H", "H", "H", "H", "H", "H", "H", "H", "O", "C", "O", "C", "C", "C", "C", "C", "C", "C", "C", "C", "N", "H", "H", "H", "H", "H", "H", "C", "O", "P", "O", "C", "O", "C", "H", "H", "H", "H", "H", "H", "H", "H", "H"],
  "coordinates": [[0.6317, 0.6799, 0.3494], [-2.1588, -2.0036, 1.0708], [-1.5763, -1.0124, 1.5263], [-0.3581, -0.8967, 1.8004], [-2.4255, 0.2793, 1.6803], [-3.8055, 0.1962, 1.8502], [-4.5252, 1.3796, 1.8648], [-3.8635, 2.5948, 1.6884], [-2.4871, 2.5704, 1.5186], [-1.7992, 1.4399, 1.5190], [-1.6048, 3.7956, 1.2611], [-2.1247, 4.9878, 1.5939], [-0.5015, 3.7331, 0.7833], [-1.4838, -2.3699, -0.4538], [-4.2692, -0.7735, 1.9497], [-5.5999, 1.3680, 1.9855], [-4.4349, 3.5137, 1.6445], [-2.9739, 4.8735, 2.0308], [1.6928, -6.7061, 7.0828], [2.7945, -5.2426, 6.6286], [2.2127, -4.0100, 6.3463], [3.0173, -2.9285, 6.0417], [4.3952, -3.0720, 6.0402], [4.9659, -4.3018, 6.3180], [4.1692, -5.4030, 6.6002], [5.3422, -1.9112, 6.0614], [5.1459, -0.9179, 5.3843], [4.3271, -0.9550, 4.1727], [4.3190, -2.0037, 3.2972], [3.7291, -1.9058, 2.0281], [3.0592, -0.7645, 1.6065], [2.5732, -0.6277, 0.4018], [2.9586, 0.3270, 2.6087], [2.1747, 1.4252, 2.3388], [2.1103, 2.4323, 3.1646], [2.8664, 2.4641, 4.3573], [3.6126, 1.3759, 4.6850], [3.6656, 0.2477, 3.8226], [1.1384, -3.8986, 6.3637], [2.5608, -1.9666, 5.8371], [6.0439, -4.3933, 6.3166], [4.6148, -6.3632, 6.8163], [4.8440, -2.9181, 3.5499], [3.8074, -2.7266, 1.3293], [1.4567, 3.2558, 2.8958], [2.8253, 3.3321, 5.0005], [4.1781, 1.3460, 5.6072], [-1.1363, -2.4218, -1.4026], [-0.8875, -1.2187, -1.8471], [-1.0227, -0.2083, -1.1851], [-0.4306, -1.1346, -3.2807], [-0.2581, -2.3233, -4.0329], [0.1529, -2.2056, -5.3262], [0.3849, -0.9181, -5.8670], [0.8130, -0.7088, -7.2045], [1.0224, 0.5535, -7.6683], [0.8164, 1.6735, -6.8204], [0.4075, 1.5002, -5.5346], [0.1822, 0.1941, -5.0299], [-0.2235, 0.0702, -3.7350], [-0.4470, -3.2812, -3.5733], [0.3045, -3.0811, -5.9453], [0.9701, -1.5679, -7.8435], [1.3511, 0.7103, -8.6857], [0.9872, 2.6696, -7.2045], [0.2492, 2.3336, -4.8661], [3.3774, 1.2381, -3.1719], [2.7180, 2.5020, -3.0027], [1.9400, 2.6921, -1.5865], [3.0911, 2.9554, -0.5005], [4.0141, 4.0496, -0.5674], [1.4105, 4.2050, -1.8699], [0.1483, 4.3243, -2.5183], [4.0736, 1.3498, -4.0000], [2.6502, 0.4606, -3.4121], [3.9265, 0.9496, -2.2742], [4.8331, 3.8076, 0.1059], [3.5208, 4.9656, -0.2463], [4.3895, 4.1720, -1.5842], [-0.3877, 5.1559, -2.0637], [-0.4456, 3.4124, -2.4063], [0.2981, 4.5230, -3.5813]]
}

# 2
{
  "formula": "C35H29CrF5GeO2S4",
  "method": "the ωB97M-V functional and the def2-TZVPD basis",
  "spin_multiplicity": 6,
  "s2": 8.7873,
  "e_homo_ha": [-0.363, -0.370],
  "total_charge": 1,
  "largest_force_ha_per_bohr": 0.0564,
  "homo_lumo_gap_ev": [6.4, 5.3],
  "total_energy_ev": -182717.8627,
  "symbols": ["Cr", "F", "C", "C", "F", "C", "F", "C", "S", "C", "F", "C", "F", "O", "S", "C", "C", "C", "C", "S", "O", "C", "C", "C", "C", "C", "C", "C", "C", "C", "C", "C", "C", "H", "H", "H", "H", "H", "H", "H", "H", "H", "H", "H", "H", "H", "H", "H", "H", "H", "H", "Ge", "C", "C", "C", "C", "C", "C", "C", "C", "C", "C", "C", "C", "H", "H", "H", "H", "H", "H", "H", "H", "H", "H", "H", "S", "C"],
  "coordinates": [[-0.1416, -0.3622, 0.1102], [3.4935, -5.6862, 2.5649], [3.0220, -4.4498, 2.4100], [1.7912, -4.2361, 1.7941], [1.0693, -5.2630, 1.3386], [1.3210, -2.9435, 1.6450], [0.0960, -2.7575, 1.0591], [2.0494, -1.8193, 2.0423], [1.4905, -0.2038, 1.8046], [3.2852, -2.0651, 2.6644], [4.0250, -1.0280, 3.0615], [3.7624, -3.3517, 2.8541], [4.9417, -3.5393, 3.4451], [1.1722, -1.4567, -1.0835], [2.3923, -2.0214, -1.7524], [2.0220, -1.8992, -3.5852], [0.8533, -0.9681, -3.8688], [-0.4744, -1.7292, -3.9185], [-1.6646, -0.8205, -4.1872], [-2.3192, 0.0591, -2.6733], [-1.1684, 0.0835, -1.7041], [-3.4210, -1.2628, -2.1094], [-4.7752, -1.1190, -2.3705], [-5.6535, -2.1091, -1.9657], [-5.1750, -3.2278, -1.3015], [-3.8248, -3.3448, -1.0117], [-2.9400, -2.3583, -1.4132], [3.6139, -0.6859, -1.7420], [4.8745, -0.9790, -2.2387], [5.8279, 0.0208, -2.2846], [5.5232, 1.2912, -1.8190], [4.2688, 1.5618, -1.2967], [3.3020, 0.5696, -1.2566], [1.8147, -2.9150, -3.9187], [2.9412, -1.5553, -4.0520], [1.0191, -0.4601, -4.8213], [0.8001, -0.2005, -3.0905], [-0.6162, -2.2625, -2.9763], [-0.4273, -2.4783, -4.7141], [-2.5129, -1.3757, -4.5821], [-1.4018, -0.0310, -4.8910], [-5.1353, -0.2370, -2.8780], [-6.7070, -1.9974, -2.1678], [-5.8623, -4.0043, -1.0075], [-3.4558, -4.1998, -0.4693], [-1.8893, -2.4371, -1.1594], [5.0990, -1.9776, -2.5825], [6.8056, -0.1962, -2.6808], [6.2710, 2.0675, -1.8588], [4.0387, 2.5451, -0.9186], [2.3169, 0.7737, -0.8413], [-1.5716, 1.6508, 2.7885], [-2.9755, 2.9276, 2.2508], [-2.9005, 3.5750, 1.0259], [-3.9082, 4.4353, 0.6286], [-4.9999, 4.6511, 1.4543], [-5.0770, 4.0142, 2.6821], [-4.0698, 3.1517, 3.0776], [0.2211, 2.3841, 3.0874], [0.8618, 3.1573, 2.1286], [2.0884, 3.7283, 2.4098], [2.6839, 3.5188, 3.6425], [2.0513, 2.7428, 4.5981], [0.8237, 2.1726, 4.3205], [-2.0635, 0.8732, 4.0027], [-2.0545, 3.3818, 0.3773], [-3.8456, 4.9323, -0.3275], [-5.7995, 5.3072, 1.1406], [-5.9222, 4.1914, 3.3298], [-4.1304, 2.6445, 4.0314], [0.3951, 3.3190, 1.1645], [2.5783, 4.3481, 1.6741], [3.6399, 3.9688, 3.8611], [2.5152, 2.5881, 5.5597], [0.3224, 1.5626, 5.0611], [-3.0050, -0.4799, 1.1553], [-1.5958, 0.2959, 1.2741]]
}

# 3
{
  "formula": "C35H30Cl2N3O8OsS",
  "method": "the ωB97M-V functional and the def2-TZVPD basis",
  "spin_multiplicity": 1,
  "e_homo_ha": [-0.404, -0.404],
  "total_charge": 1,
  "largest_force_ha_per_bohr": 0.0098,
  "homo_lumo_gap_ev": [5.9, 5.9],
  "total_energy_ev": -95974.8741,
  "symbols": ["Os", "Cl", "C", "C", "C", "C", "O", "C", "C", "N", "C", "C", "C", "C", "C", "C", "C", "C", "N", "C", "C", "H", "H", "H", "H", "H", "H", "H", "H", "H", "H", "C", "C", "C", "C", "C", "C", "C", "S", "O", "O", "N", "C", "C", "C", "O", "O", "H", "H", "H", "H", "H", "H", "H", "H", "H", "H", "H", "H", "C", "C", "C", "C", "Cl", "C", "C", "C", "O", "C", "C", "O", "O", "H", "H", "H", "H", "H", "H", "H", "H"],
  "coordinates": [[-0.4041, 0.5727, 0.2574], [-5.1337, 2.0088, 5.5798], [-4.0227, 1.9604, 4.2630], [-3.2824, 3.0960, 3.9396], [-2.3879, 3.0689, 2.8859], [-2.2258, 1.8980, 2.1626], [-1.3229, 1.9125, 1.1463], [-2.9659, 0.7539, 2.4685], [-2.8871, -0.4443, 1.6769], [-2.0537, -0.6443, 0.7190], [-2.1409, -1.8136, -0.0948], [-2.9717, -2.8898, 0.0754], [-2.9640, -3.9389, -0.8641], [-2.1412, -3.9105, -1.9557], [-1.2676, -2.8184, -2.1500], [-0.3739, -2.6950, -3.2403], [0.4255, -1.5911, -3.3430], [0.3609, -0.5940, -2.3597], [-0.4692, -0.6898, -1.3334], [-1.2791, -1.7853, -1.2052], [-3.8765, 0.8022, 3.5305], [-3.4103, 3.9996, 4.5193], [-1.8040, 3.9447, 2.6251], [-3.6287, -1.2067, 1.8972], [-3.6437, -2.9613, 0.9194], [-3.6262, -4.7793, -0.7093], [-2.1382, -4.7212, -2.6715], [-0.3275, -3.4862, -3.9781], [1.1241, -1.4719, -4.1580], [1.0058, 0.2746, -2.3835], [-4.4669, -0.0706, 3.7775], [0.4597, 2.4583, -4.9782], [0.6340, 3.1335, -3.6453], [1.8744, 3.6085, -3.2355], [2.0252, 4.2603, -2.0175], [0.9242, 4.4330, -1.1983], [-0.3330, 4.0041, -1.6048], [-0.4699, 3.3443, -2.8134], [1.1051, 5.1250, 0.4255], [2.3561, 5.8170, 0.4833], [-0.1429, 5.7605, 0.7246], [1.2288, 3.8610, 1.4665], [2.4977, 3.2162, 1.7933], [3.2395, 2.4618, 0.6887], [2.4905, 1.3650, -0.0209], [3.0056, 0.3807, -0.4928], [1.1780, 1.5885, -0.1614], [1.4027, 2.3984, -5.5193], [-0.2504, 3.0065, -5.5985], [0.0654, 1.4463, -4.8625], [2.7337, 3.4881, -3.8842], [2.9873, 4.6472, -1.7096], [-1.1933, 4.2064, -0.9833], [-1.4542, 3.0315, -3.1453], [0.4391, 3.2336, 1.3889], [2.2757, 2.5355, 2.6127], [3.1691, 3.9811, 2.1794], [4.1376, 2.0111, 1.1109], [3.5854, 3.1586, -0.0795], [-0.2837, -5.0914, 2.2294], [0.5429, -4.6815, 1.0450], [0.4505, -5.3494, -0.1681], [1.2178, -4.9562, -1.2522], [1.0600, -5.7993, -2.7679], [2.0883, -3.8925, -1.1456], [2.1898, -3.2089, 0.0613], [1.4314, -3.6076, 1.1494], [1.4806, -3.0253, 2.3959], [2.1248, -1.7853, 2.5609], [1.1802, -0.6673, 2.1540], [0.9519, 0.3384, 2.7860], [0.6308, -0.9086, 0.9693], [-0.9338, -5.9274, 1.9765], [-0.8983, -4.2609, 2.5844], [0.3495, -5.3872, 3.0665], [-0.2226, -6.1921, -0.2653], [2.6928, -3.5914, -1.9903], [2.8582, -2.3604, 0.1077], [3.0411, -1.7077, 1.9705], [2.3761, -1.6801, 3.6125]]
}

# 4
{
  "formula": "C35H30ClIrNP",
  "method": "the ωB97M-V functional and the def2-TZVPD basis",
  "spin_multiplicity": 6,
  "s2": 8.7963,
  "e_homo_ha": [-0.358, -0.387],
  "total_charge": 1,
  "largest_force_ha_per_bohr": 0.1421,
  "homo_lumo_gap_ev": [7.7, 4.6],
  "total_energy_ev": -62910.9073,
  "symbols": ["C", "C", "C", "H", "C", "C", "H", "H", "H", "H", "Ir", "Cl", "P", "C", "C", "H", "C", "H", "C", "H", "C", "H", "C", "H", "C", "C", "H", "C", "H", "C", "H", "C", "H", "C", "H", "C", "C", "H", "C", "H", "C", "H", "C", "H", "C", "H", "C", "C", "C", "C", "C", "C", "N", "C", "C", "C", "C", "C", "C", "H", "H", "H", "H", "H", "H", "H", "H", "H", "H"],
  "coordinates": [[3.2415, -0.5892, 1.7244], [2.9109, 0.7020, 1.2281], [2.0852, 1.3513, 2.2105], [3.1870, 1.1101, 0.2718], [1.9644, 0.4803, 3.3230], [2.6183, -0.7383, 3.0099], [2.6490, -1.6183, 3.6286], [3.8101, -1.3447, 1.2116], [1.6457, 2.3295, 2.1198], [1.3398, 0.6493, 4.1826], [1.1203, -0.4310, 1.4895], [-0.9933, -0.5999, 2.3263], [-1.0037, 1.9352, -0.6455], [-1.4413, 3.6190, -0.0474], [-1.2668, 4.7821, -0.7940], [-0.8481, 4.7242, -1.7887], [-1.6288, 6.0152, -0.2696], [-1.4854, 6.9108, -0.8598], [-2.1773, 6.1017, 1.0019], [-2.4605, 7.0639, 1.4080], [-2.3557, 4.9475, 1.7533], [-2.7768, 5.0068, 2.7483], [-1.9805, 3.7175, 1.2366], [-2.1077, 2.8216, 1.8322], [-0.0796, 2.3209, -2.1890], [1.2822, 2.6006, -2.0620], [1.7446, 2.5685, -1.0829], [2.0448, 2.9202, -3.1741], [3.0982, 3.1394, -3.0592], [1.4619, 2.9438, -4.4343], [2.0585, 3.1831, -5.3049], [0.1123, 2.6534, -4.5721], [-0.3481, 2.6685, -5.5514], [-0.6559, 2.3483, -3.4569], [-1.7084, 2.1316, -3.5729], [-2.6146, 1.3528, -1.3169], [-3.7280, 2.1717, -1.4920], [-3.6725, 3.2171, -1.2240], [-4.9071, 1.6535, -2.0098], [-5.7651, 2.3005, -2.1384], [-4.9863, 0.3154, -2.3673], [-5.9060, -0.0860, -2.7722], [-3.8811, -0.5083, -2.1971], [-3.9370, -1.5546, -2.4675], [-2.7082, 0.0045, -1.6660], [-1.8533, -0.6450, -1.5210], [-2.0123, -4.8082, -0.0549], [-1.9229, -3.4350, -0.2838], [-0.8134, -2.7134, 0.1760], [0.2159, -3.3429, 0.8783], [0.1163, -4.7479, 1.0834], [-0.9899, -5.4642, 0.6245], [1.3405, -2.5736, 1.3475], [2.4993, -3.3631, 1.6812], [2.6319, -3.9373, 2.9625], [3.7300, -4.7435, 3.2713], [4.6957, -5.0101, 2.2992], [4.5546, -4.4848, 1.0117], [3.4554, -3.6775, 0.6977], [-2.8698, -5.3661, -0.4081], [-2.7139, -2.9324, -0.8197], [-0.7399, -1.6613, -0.0199], [0.8750, -5.3088, 1.6070], [-1.0521, -6.5310, 0.8001], [1.8805, -3.7545, 3.7210], [3.8288, -5.1654, 4.2636], [5.5459, -5.6349, 2.5409], [5.2965, -4.7070, 0.2562], [3.3507, -3.2838, -0.3052]]
}